[1]
Computed, not measured: a molecular structure, C23H23Cl2IO3PdS, with ωB97M-V with the def2-TZVPD basis set.

Results
* energy relative to the best compared isomer or geometry (same formula, charge and spin): 0.0874 eV
* HOMO energy: -0.013 Ha
* calculated total energy: -2860.09101 hartree
* charge: -2

CARTESIAN COORDINATES (ANGSTROEM)
Pd 0.14 -0.49 -0.92
I 1.23 -2.71 0.17
C 2.90 -2.42 -1.13
C 3.82 -3.42 -1.14
C 4.96 -3.30 -1.96
C 5.13 -2.18 -2.73
C 4.17 -1.14 -2.71
C 4.37 0.02 -3.50
C 3.45 1.02 -3.48
C 2.28 0.91 -2.69
C 1.99 -0.19 -1.90
C 2.99 -1.24 -1.90
H 3.69 -4.30 -0.52
H 5.70 -4.10 -1.98
H 6.00 -2.07 -3.36
H 5.27 0.09 -4.11
H 3.60 1.91 -4.08
H 1.58 1.73 -2.72
Cl 0.00 6.09 4.65
C -0.91 4.99 3.60
C -2.11 5.43 3.04
C -2.82 4.57 2.24
Cl -4.33 5.13 1.56
C -2.41 3.20 1.93
O -3.12 2.45 1.24
C -1.14 2.84 2.52
C -0.45 1.55 2.34
O -0.65 0.61 1.60
C -0.44 3.73 3.35
H -2.49 6.42 3.23
H 0.42 1.48 3.02
H 0.50 3.41 3.78
C -2.48 2.19 -2.25
C -1.82 1.13 -3.13
C -2.40 -0.26 -2.96
S -1.94 -1.06 -1.37
O -2.37 -2.49 -1.61
C -3.24 -0.30 -0.32
C -4.02 -1.33 0.48
C -5.13 -2.01 -0.32
H -2.07 3.18 -2.45
H -2.33 1.97 -1.19
H -3.56 2.24 -2.42
H -0.75 1.07 -2.89
H -1.91 1.42 -4.19
H -1.98 -0.96 -3.69
H -3.49 -0.29 -3.05
H -3.91 0.31 -0.92
H -2.68 0.37 0.34
H -4.45 -0.82 1.35
H -3.33 -2.09 0.87
H -5.82 -1.26 -0.71
H -5.71 -2.70 0.31
H -4.70 -2.56 -1.15

=====

[2]
Computed, not measured: C23H23ClN4O4 in the gas phase, with ωB97M-V with the def2-TZVPD basis set.

Results
* energy relative to the best compared isomer or geometry (same formula, charge and spin): 0.0799 eV
* SMILES: COC(=O)C1=C(N)Oc2cc(C)n(CCCn3ccnc3)c(=O)c2[C@H]1c1ccc(Cl)cc1
* HOMO energy: -0.309 Ha
* calculated total energy: -1870.49132 hartree

CARTESIAN COORDINATES (ANGSTROEM)
C -4.09 -2.10 3.39
H -4.01 -1.34 4.17
H -5.12 -2.18 3.04
H -3.77 -3.08 3.77
O -3.23 -1.68 2.34
C -3.21 -2.47 1.26
O -3.86 -3.50 1.19
C -2.33 -1.96 0.23
C -2.19 -2.66 -0.94
N -2.87 -3.78 -1.24
H -2.61 -4.32 -2.04
H -3.45 -4.14 -0.48
O -1.35 -2.28 -1.95
C -0.53 -1.21 -1.73
C -0.58 -0.43 -0.62
C 0.34 0.65 -0.43
O 0.37 1.37 0.55
N 1.27 0.85 -1.47
C 1.29 0.10 -2.60
C 0.42 -0.94 -2.75
H 0.42 -1.56 -3.63
C 2.25 0.43 -3.70
H 2.16 -0.30 -4.50
H 2.03 1.41 -4.12
H 3.28 0.44 -3.35
C 2.21 1.94 -1.26
H 1.73 2.62 -0.55
C 3.54 1.46 -0.66
H 4.19 2.34 -0.55
C 3.36 0.79 0.71
N 4.63 0.47 1.29
C 5.33 -0.67 1.14
N 6.50 -0.62 1.74
C 6.57 0.62 2.29
C 5.43 1.31 2.02
H 5.11 2.30 2.29
H 7.43 0.92 2.84
H 4.96 -1.52 0.61
H 2.79 -0.13 0.60
H 2.80 1.46 1.37
H 4.04 0.76 -1.33
H 2.39 2.47 -2.19
C -1.63 -0.64 0.45
C -2.62 0.50 0.39
C -3.47 0.63 -0.70
C -4.38 1.67 -0.78
C -4.43 2.59 0.25
C -3.60 2.48 1.35
C -2.69 1.44 1.41
H -2.03 1.35 2.26
H -3.65 3.21 2.15
Cl -5.57 3.89 0.17
H -5.03 1.77 -1.63
H -3.42 -0.09 -1.51
H -1.15 -0.62 1.43